A structure of composition C32H58Ge3N4O2S3Si3Y, computed with ωB97M-V/def2-TZVPD.

Results
- gap between HOMO and LUMO (alpha / beta) (eV) = 6.0 / 6.7
- HOMO energy (alpha / beta) (eV) = -6.47 / -7.68
- maximum force (eV Å⁻¹) = 0.24
- LUMO energy (alpha / beta) (eV) = -0.5 / -1.0
- energy relative to the best compared isomer or geometry (same formula, charge and spin) (eV) = 0.000
- electronic energy (eV) = -270914.8032

```
! wB97M-V def2-TZVPD RIJCOSX def2/J DEFGRID3
* xyz 0 2
Y -0.53317 0.17869 1.09530
S -3.90567 0.68484 -1.67613
C -2.61836 1.19876 -0.82307
S -2.61420 1.86484 0.76426
S -0.95623 0.96351 -1.55149
C -4.58224 -2.66307 0.05548
C -4.34884 -1.78349 1.28169
Ge -2.50566 -1.89087 1.98526
C -2.55753 -1.31493 3.89728
C -1.28592 -1.64926 4.67432
C -1.86763 -3.74466 1.99119
C -0.92132 -4.07391 1.10015
Ge -0.39368 -2.59593 -0.11987
C -1.32497 -2.63618 -1.87763
C -1.82290 -3.99344 -2.36974
C 1.56145 -2.86060 -0.50748
C 1.84337 -3.82011 -1.66598
C -0.24076 -5.39136 1.13299
C 0.47918 -5.76431 2.26959
C 1.13286 -6.98668 2.33343
C 1.07418 -7.86630 1.26192
C 0.35628 -7.51102 0.12803
C -0.28577 -6.28332 0.06173
H -5.62391 -2.62371 -0.27035
H -4.33450 -3.70729 0.25847
H -3.96774 -2.33761 -0.78703
H -5.01705 -2.07911 2.09723
H -4.56968 -0.73864 1.05289
H -3.41812 -1.83907 4.32608
H -2.78462 -0.24803 3.95412
H -1.06343 -2.71745 4.62037
H -1.37586 -1.38111 5.72965
H -0.41808 -1.11960 4.27565
H -2.21660 -4.49584 2.70406
H -0.62848 -2.20002 -2.60135
H -2.15653 -1.93034 -1.81434
H -0.99103 -4.65967 -2.60615
H -2.42446 -3.88773 -3.27572
H -2.44520 -4.48609 -1.61920
H 2.01895 -3.24015 0.41455
H 2.00837 -1.88670 -0.72717
H 1.47179 -4.82131 -1.45064
H 2.91505 -3.90529 -1.86906
H 1.36609 -3.48018 -2.58678
H 0.51725 -5.08128 3.11074
H 1.68356 -7.25606 3.22639
H 1.58001 -8.82186 1.31059
H 0.29537 -8.19359 -0.71035
H -0.84271 -6.01548 -0.82638
N -0.09908 1.45497 3.03801
C 0.69126 1.83818 3.79457
C 1.72581 2.22204 4.63632
C 1.74766 3.47467 5.29675
N 1.77136 4.49358 5.83305
C 2.80568 1.33053 4.68075
N 3.66252 0.55253 4.64795
N 3.70772 -1.58189 2.95558
C 3.58306 -0.76773 1.71447
C 2.11321 -0.42406 1.54793
O 1.30004 -0.99690 2.31073
O 1.78499 0.39175 0.65483
H 3.86569 -0.92079 3.76356
H 4.43538 -2.28836 2.90292
H 2.78415 -2.01407 3.10917
H 3.91502 -1.34147 0.85150
H 4.17627 0.13830 1.81170
C -3.09892 4.85886 -1.87424
Si -1.74429 4.23346 -3.00283
C -2.43791 3.07142 -4.29218
C -0.90103 5.66856 -3.87651
Ge -0.06977 3.10523 -1.70687
Si 1.77213 2.49635 -3.12022
C 1.13132 2.06085 -4.82676
C 2.95836 3.94546 -3.25148
C 2.66953 1.00965 -2.41454
Si 0.63224 4.37807 0.20775
C 2.20260 3.69251 0.96765
C 1.03558 6.02025 -0.61609
C -0.65851 4.70852 1.51468
H -3.87635 5.36245 -2.45486
H -2.71321 5.57020 -1.14073
H -3.56454 4.03434 -1.32952
H -3.24561 3.57557 -4.83069
H -2.84528 2.16432 -3.84329
H -1.67930 2.78110 -5.02019
H -1.62814 6.20091 -4.49580
H -0.10634 5.31146 -4.53615
H -0.46394 6.38734 -3.18231
H 0.68517 2.92537 -5.32200
H 0.37727 1.27249 -4.77820
H 1.95341 1.70285 -5.45251
H 2.46781 4.83246 -3.65787
H 3.78407 3.68635 -3.91969
H 3.38404 4.21092 -2.28154
H 1.99589 0.15423 -2.31599
H 3.07366 1.22185 -1.42367
H 3.49052 0.71941 -3.07611
H 2.98092 3.57891 0.20862
H 2.04300 2.71677 1.42499
H 2.57176 4.37816 1.73560
H 1.69556 5.92041 -1.47960
H 1.53434 6.66501 0.11323
H 0.12590 6.53124 -0.93769
H -0.87515 3.83440 2.12550
H -1.59665 5.03830 1.06495
H -0.29184 5.50473 2.16983
*
```

A cluster of 7 separate species, C32H60NO12P in total, computed with ωB97M-V/def2-TZVPD.

Results
- gap between HOMO and LUMO (eV) = 8.8
- HOMO energy (eV) = -8.25
- maximum force (eV Å⁻¹) = 0.96
- SMILES = C=CC[PH3]c1ccncc1.CCOC(C)=O.CCOC(C)=O.CCOC(C)=O.CCOC(C)=O.CCOC(C)=O.CCOC(C)=O
- LUMO energy (eV) = 0.5
- electronic energy (eV) = -69503.1711

```
! wB97M-V def2-TZVPD RIJCOSX def2/J DEFGRID3
* xyz 0 1
C -3.92646 -3.31422 -4.35477
C -4.36492 -2.42815 -5.24698
C -5.06912 -1.17970 -4.85272
P -6.94897 -1.51131 -4.66603
C -8.80322 -1.87614 -4.48082
C -9.59347 -1.27176 -3.51103
C -10.94666 -1.56168 -3.39020
N -11.56351 -2.44635 -4.17135
C -10.81168 -3.02686 -5.10395
C -9.45952 -2.78900 -5.30813
H -3.66973 -4.32050 -4.64650
H -3.78017 -2.98484 -3.33730
H -4.20825 -2.62537 -6.30235
H -4.88436 -0.41998 -5.61599
H -4.64462 -0.83937 -3.90549
H -6.65644 -2.84208 -4.24469
H -7.07426 -0.47285 -3.70536
H -7.16243 -1.13901 -6.02089
H -9.14910 -0.54649 -2.83638
H -11.53344 -1.05628 -2.63650
H -11.31078 -3.73702 -5.75118
H -8.92253 -3.29250 -6.10062
C 0.40901 -5.13491 -0.92347
C 0.54252 -3.62748 -0.88935
O -0.52383 -2.97830 -1.60148
C -1.72493 -2.74776 -1.05645
C -2.07133 -3.36345 0.27783
O -2.52569 -2.09617 -1.67747
H -0.50302 -5.47527 -0.44372
H 1.25305 -5.60266 -0.41720
H 0.38127 -5.48266 -1.95748
H 0.61685 -3.23445 0.12514
H 1.45286 -3.32398 -1.40320
H -2.65112 -4.26807 0.10421
H -2.68240 -2.65152 0.82926
H -1.21327 -3.61490 0.89420
C 2.89346 1.64875 -2.58317
C 2.35353 0.23574 -2.63992
O 2.89706 -0.58018 -1.59744
C 2.41803 -0.58344 -0.34169
C 1.40831 0.45804 0.07782
O 2.84731 -1.38463 0.44432
H 2.61998 2.14992 -1.65330
H 2.51232 2.24018 -3.41640
H 3.98290 1.63616 -2.63332
H 1.26307 0.20451 -2.62645
H 2.66710 -0.24668 -3.56379
H 1.92559 1.26493 0.59906
H 0.70009 -0.00888 0.75847
H 0.83266 0.87859 -0.74366
C 2.20972 6.53538 -0.88710
C 1.66294 5.12628 -0.93914
O 2.20272 4.30889 0.10988
C 1.72769 4.29992 1.36376
C 0.72416 5.34216 1.79523
O 2.15949 3.49266 2.14457
H 1.94160 7.04148 0.04098
H 1.82808 7.12373 -1.72161
H 3.29752 6.50715 -0.94516
H 0.57196 5.09530 -0.92677
H 1.98283 4.64839 -1.86328
H 1.25322 6.13537 2.32264
H 0.02368 4.87256 2.48138
H 0.14867 5.77390 0.98044
C -3.04718 -5.45362 4.59963
C -3.62595 -6.02066 3.32006
O -2.65886 -6.06786 2.26635
C -1.76588 -7.06643 2.12557
C -1.61853 -8.10164 3.21564
O -1.06651 -7.07536 1.15000
H -2.23677 -6.07127 4.98641
H -3.81920 -5.38218 5.36580
H -2.64037 -4.45873 4.41833
H -4.08029 -7.00156 3.46642
H -4.41042 -5.36407 2.94788
H -0.76584 -7.83038 3.83633
H -1.41914 -9.06065 2.74428
H -2.49532 -8.21832 3.84716
C 8.28760 2.25436 -1.26343
C 8.39970 3.76402 -1.20818
O 7.32783 4.40927 -1.90092
C 6.12164 4.62574 -1.34642
C 5.78451 4.00583 -0.01131
O 5.31362 5.26585 -1.96377
H 7.38023 1.89713 -0.77667
H 9.14404 1.79190 -0.77245
H 8.25492 1.91913 -2.30002
H 8.47526 4.13839 -0.18616
H 9.30016 4.08608 -1.72801
H 5.20706 3.09886 -0.18592
H 5.16776 4.70916 0.54278
H 6.64633 3.76916 0.60738
C 5.59247 3.64130 6.57576
C 4.56801 4.38797 7.40525
O 3.96478 5.46000 6.67883
C 2.93173 5.28181 5.83062
C 2.49636 3.88537 5.45985
O 2.41792 6.25181 5.34374
H 5.14083 3.17310 5.70137
H 6.07101 2.86410 7.17224
H 6.35782 4.33031 6.21842
H 3.80442 3.72558 7.81594
H 5.05764 4.86605 8.25199
H 2.93536 3.63163 4.49600
H 1.41429 3.88564 5.35749
H 2.75499 3.12007 6.18778
*
```